# 1
ORCA calculation (ωB97M-V/def2-TZVPD) on a 6-piece molecular cluster, C31H75NO6P overall.

Positions of all 114 atoms, in Å:
C 4.5574 3.2994 3.6731
C 4.5179 4.8727 3.8207
P 3.2842 5.5907 2.6159
C 3.6889 5.0574 0.8733
C 3.1227 6.0270 -0.2198
N 1.6922 4.8542 3.1543
C 1.3040 5.5758 4.4068
C -0.1640 6.0801 4.4421
C -1.2051 5.1052 3.8143
C -0.7311 4.6290 2.3925
C -1.0569 3.1113 2.2309
C 0.0030 2.1713 2.8543
O -0.0737 2.1700 4.2907
C 0.7291 4.9944 2.0331
H 5.5095 2.8610 4.0017
H 4.3899 3.0353 2.6122
H 3.7288 2.8320 4.2402
H 5.5397 5.2378 3.6375
H 4.2485 5.1589 4.8523
H 4.7890 5.0181 0.7558
H 3.2856 4.0390 0.6789
H 3.6608 5.9452 -1.1723
H 3.1650 7.0493 0.1942
H 2.0757 5.7358 -0.4112
H 1.9087 3.8864 3.4063
H 1.4891 4.9481 5.2959
H 1.9563 6.4593 4.5435
H -0.4217 6.1758 5.5141
H -0.2725 7.1023 4.0384
H -2.1262 5.6958 3.6628
H -1.4472 4.2757 4.4941
H -1.3678 5.1581 1.6581
H -1.2721 2.8133 1.1893
H -2.0015 2.9380 2.7801
H -0.2676 1.1454 2.5330
H 1.0337 2.3388 2.4803
H 0.0771 1.2629 4.5396
H 0.8394 6.0018 1.5934
H 1.0343 4.3022 1.2245
C -4.9615 2.6360 0.0618
C -5.4639 3.8579 0.8063
O -4.6032 4.9786 0.6822
C -4.3843 5.4586 -0.6352
C -5.6490 5.9109 -1.3419
H -3.9619 2.3632 0.4095
H -5.6305 1.7894 0.2234
H -4.8997 2.8083 -1.0136
H -5.5179 3.6319 1.8726
H -6.4801 4.1203 0.4958
H -3.8519 4.7071 -1.2291
H -3.7080 6.3106 -0.5374
H -6.3563 5.0914 -1.4764
H -5.4097 6.3093 -2.3290
H -6.1522 6.6876 -0.7630
C 1.0905 -2.6454 0.7301
C 0.9324 -1.7727 -0.5012
O 1.0184 -0.3788 -0.2312
C 2.2339 0.0709 0.3332
C 3.4523 -0.1948 -0.5329
H 0.3410 -2.3861 1.4812
H 0.9725 -3.6972 0.4671
H 2.0726 -2.5279 1.1913
H -0.0569 -1.9353 -0.9299
H 1.6540 -2.0524 -1.2754
H 2.3646 -0.3537 1.3358
H 2.1230 1.1509 0.4676
H 3.6164 -1.2614 -0.6892
H 4.3492 0.2148 -0.0637
H 3.3292 0.2653 -1.5152
C -6.2302 -0.6564 -4.0702
C -6.7305 0.5686 -3.3259
O -5.8787 1.6971 -3.4462
C -5.6634 2.1816 -4.7617
C -6.9330 2.6216 -5.4686
H -5.2314 -0.9308 -3.7257
H -6.9016 -1.5001 -3.9030
H -6.1719 -0.4860 -5.1460
H -6.7811 0.3420 -2.2598
H -7.7482 0.8280 -3.6357
H -5.1218 1.4378 -5.3556
H -4.9969 3.0401 -4.6615
H -7.6320 1.7954 -5.6054
H -6.6974 3.0248 -6.4546
H -7.4452 3.3918 -4.8884
C 2.8736 -8.1320 1.9777
C 2.7149 -7.2535 0.7502
O 2.8029 -5.8636 1.0274
C 4.0227 -5.4154 1.5910
C 5.2355 -5.6785 0.7160
H 2.1251 -7.8757 2.7297
H 2.7529 -9.1822 1.7079
H 3.8557 -8.0174 2.4388
H 1.7240 -7.4170 0.3244
H 3.4349 -7.5292 -0.0278
H 4.1592 -5.8443 2.5895
H 3.9126 -4.3381 1.7312
H 5.3983 -6.7448 0.5535
H 6.1347 -5.2718 1.1817
H 5.1071 -5.2134 -0.2637
C 2.3796 -7.7607 -3.1619
C 2.9877 -9.1519 -3.1431
O 2.0765 -10.1667 -2.7594
C 0.9328 -10.3225 -3.5825
C 1.2577 -10.6665 -5.0253
H 1.9664 -7.5133 -2.1824
H 3.1383 -7.0191 -3.4192
H 1.5718 -7.6765 -3.8902
H 3.7949 -9.1787 -2.4091
H 3.4412 -9.3953 -4.1098
H 0.3000 -9.4299 -3.5252
H 0.3551 -11.1374 -3.1441
H 1.8272 -9.8756 -5.5161
H 0.3393 -10.8177 -5.5947
H 1.8545 -11.5791 -5.0743

Total energy: -56418.42204 eV
HOMO-LUMO gap: 8.684 eV
Charge: +1
HOMO energy: -10.7632 eV

Mulliken population analysis, charges in e, atoms 1 to 6: C -0.916; C -0.517; P -0.133; C -0.138; C -1.069; N 0.501

# 2
ORCA calculation (ωB97M-V/def2-TZVPD) on a 3-piece molecular cluster, C5H11NO2 overall.

Positions of all 19 atoms, in Å:
C -0.1010 -0.5313 0.2006
C -0.5858 -0.8308 1.5934
C 0.7521 -1.6170 -0.4041
C 0.7914 1.4650 -1.0042
N -1.3000 -0.3330 -0.7011
C 0.6592 1.4545 0.2901
O 0.4603 1.2680 -2.1406
O 1.3507 3.1732 -0.2064
H -0.9276 0.0720 -1.6315
H 0.5785 3.7464 -0.2962
H -1.8777 0.4115 -0.3072
H -1.8873 -1.1700 -0.8284
H 1.2125 1.3261 1.1937
H -1.1948 -0.0158 1.9958
H 1.6479 -1.7511 0.2027
H -1.1690 -1.7660 1.6596
H 0.2723 -0.9464 2.2574
H 0.2379 -2.5941 -0.4582
H 1.0806 -1.3612 -1.4154

Total energy: -10942.92834 eV
HOMO-LUMO gap: 7.186 eV
ΔE to the lowest compared entry with this formula, charge and spin: 6.3386 eV
HOMO energy: -7.0211 eV

Mulliken population analysis, charges in e, atoms 1 to 6: C 0.415; C -1.662; C -1.428; C 0.856; N -0.323; C -0.377

# 3
ORCA calculation (ωB97M-V/def2-TZVPD) on a 2-piece molecular cluster, C4H14N2O overall.

Positions of all 21 atoms, in Å:
C 0.3940 0.6222 -0.1651
C -0.9290 1.0620 0.4620
C -2.2647 0.8260 -0.2245
N -2.7111 -0.5964 -0.1587
C 0.6043 -0.8595 0.0292
N 1.7943 -1.3316 -0.7197
H 0.3147 0.8232 -1.2451
H 1.2078 1.2372 0.2428
H -1.0032 0.6933 1.5073
H -0.7938 2.1433 0.5695
H -2.9840 1.4759 0.3098
H -2.2417 1.1604 -1.2612
H -3.5888 -0.6052 -0.6578
H -2.6549 -0.8632 0.8138
H -0.2584 -1.4460 -0.2573
H 0.7597 -1.0984 1.0854
H 1.6047 -1.5638 -1.6887
H 2.0722 -2.2422 -0.3438
H 3.3883 -0.5527 0.4678
H 3.5182 0.9014 0.3067
O 3.7714 0.2141 0.9277

Total energy: -9402.45451 eV
HOMO-LUMO gap: 10.254 eV
SMILES: NCCCCN.O
ΔE to the lowest compared entry with this formula, charge and spin: 1.1524 eV
HOMO energy: -9.2350 eV

Mulliken population analysis, charges in e, atoms 1 to 6: C -0.277; C -0.764; C -0.598; N -0.520; C -0.596; N -0.663

# 4
ORCA calculation (ωB97M-V/def2-TZVPD) on one molecule with the formula C13H11P.

Positions of all 25 atoms, in Å:
C -3.1857 -1.1550 0.2891
C -1.9917 -1.9138 0.5982
C -3.2383 0.1652 -0.2275
C -0.8560 -1.1411 0.4732
C -2.0706 0.8611 -0.3065
C -0.8619 0.1585 0.1311
C -1.7651 2.1977 -0.6434
C 2.9363 -1.3072 0.5521
C 3.1908 -0.9913 -0.8300
C -0.4208 2.3771 -0.4471
C 2.1676 -0.5601 1.2949
C 2.8907 0.3089 -1.0950
C 0.1149 1.1577 0.1904
P 1.8382 1.0095 0.2369
H -4.0947 -1.7163 0.4395
H -2.0465 -2.9031 1.0674
H -4.2075 0.5975 -0.3176
H 0.1377 -1.4774 0.6923
H -2.4368 2.8850 -1.1601
H 3.2545 -2.2585 0.9088
H 3.5733 -1.9055 -1.3875
H 0.2358 3.1375 -0.7139
H 1.7997 -0.7690 2.2517
H 2.8675 0.7768 -2.1402
H 2.1685 2.4657 0.1431

Total energy: -22943.66176 eV
HOMO-LUMO gap (alpha / beta): 6.046 / 6.047 eV
SMILES: C1=C[PH](=C2C=Cc3ccccc32)C=C1
ΔE to the lowest compared entry with this formula, charge and spin: 0.0000 eV
HOMO energy (alpha / beta): -7.0532 / -7.0536 eV

Mulliken population analysis, charges in e, atoms 1 to 6: C -0.225; C -1.043; C -0.706; C -0.023; C 0.482; C 0.369

# 5
ORCA calculation (ωB97M-V/def2-TZVPD) on one molecule with the formula C11H14N2.

Positions of all 27 atoms, in Å:
C -3.4109 -0.4293 0.4775
C -2.5766 0.3018 1.2846
C -2.9805 -0.8316 -0.7722
C -1.3019 0.6218 0.9141
C -1.7023 -0.5276 -1.1870
C -0.8994 0.3204 -0.3644
C 2.2052 0.9412 0.5813
C 1.3152 1.3566 -0.2883
C 2.3157 -0.5876 0.9476
C 1.3405 2.7259 -0.9680
C 1.2561 -2.5063 -0.1769
N 0.3360 0.6683 -0.8769
N 1.1152 -1.2383 0.4864
H -4.3384 -0.9285 0.7757
H -3.0004 0.3969 2.3162
H -3.8412 -1.1696 -1.3264
H -0.6428 1.2555 1.3183
H -1.2347 -0.8004 -2.1773
H 2.9689 1.6058 0.9441
H 3.3369 -0.9750 0.6377
H 2.2438 -0.5402 2.0040
H 0.5708 3.3651 -0.5396
H 0.8437 2.6039 -2.0548
H 2.3235 3.1267 -0.7891
H 0.6602 -2.5569 -1.1104
H 2.3552 -2.7288 -0.4220
H 0.7422 -3.4698 0.3657

Total energy: -14608.55890 eV
HOMO-LUMO gap (alpha / beta): 7.962 / 7.326 eV
ΔE to the lowest compared entry with this formula, charge and spin: 5.8615 eV
HOMO energy (alpha / beta): -7.8959 / -8.1444 eV

Mulliken population analysis, charges in e, atoms 1 to 6: C -0.299; C -0.611; C -0.522; C -0.355; C -0.420; C 0.639

# 6
ORCA calculation (ωB97M-V/def2-TZVPD) on a 2-piece molecular cluster, C10H16 overall.

Positions of all 26 atoms, in Å:
C -1.8689 -0.0890 1.3137
C -2.8640 1.0406 1.2656
C -0.3973 0.3089 1.0649
C 0.1212 1.6181 0.8380
C 0.4644 -0.8267 1.2696
C 1.4760 1.8169 0.8098
C 1.8937 -0.5635 1.0445
C 2.3457 0.7176 0.9407
H -2.0746 -0.4255 2.2371
H -2.1478 -0.9608 0.6294
H -2.6852 1.5366 0.4069
H -0.7081 2.4294 0.7194
H 0.1082 -1.8524 1.5810
H 1.9315 2.8035 0.5809
H 2.6527 -1.4615 1.0106
H 3.3893 0.7029 0.6526
H -2.5618 1.8192 1.9092
H -3.8238 0.6790 1.3969
C 1.3838 -1.1660 -2.5523
C -0.1638 -1.2234 -2.3299
H 1.8348 -1.2105 -1.5987
H 1.5992 -1.8601 -3.3889
H 1.6685 -0.3280 -3.1215
H -0.3542 -0.3471 -1.6896
H -0.4504 -2.2095 -1.7492
H -0.7691 -0.9486 -3.2407

Total energy: -10627.25470 eV
HOMO-LUMO gap: 9.957 eV
SMILES: CCc1ccccc1.CC
ΔE to the lowest compared entry with this formula, charge and spin: 2.4889 eV
HOMO energy: -8.9584 eV

Mulliken population analysis, charges in e, atoms 1 to 6: C -0.334; C -1.875; C 0.631; C -0.162; C -0.539; C -0.482

# 7
ORCA calculation (ωB97M-V/def2-TZVPD) on one molecule with the formula C4H4O4.

Positions of all 12 atoms, in Å:
C 1.0651 -0.2498 -1.4193
C -0.0583 0.6603 -0.9989
C -0.5368 0.7692 0.4777
C -0.5405 -0.6350 1.2201
H 1.9172 0.1655 -0.7253
H 0.9232 -1.3225 -1.0396
H 1.1926 -0.0561 -2.5916
H -1.5907 0.0417 2.6375
O -0.8833 1.2187 -1.7525
O -0.7376 1.7270 1.1405
O -0.9894 -0.7760 2.4027
O 0.2385 -1.5429 0.6488

Total energy: -12400.46991 eV
HOMO-LUMO gap: 9.085 eV
SMILES: CC(=O)C(=O)C(=O)O
ΔE to the lowest compared entry with this formula, charge and spin: 2.8343 eV
HOMO energy: -9.9917 eV

Mulliken population analysis, charges in e, atoms 1 to 6: C -0.883; C 0.491; C 0.576; C 0.536; H 0.299; H 0.341